Entry from the Open Molecules 2025 dataset: a molecular structure, C15H31CoNO2P2 at a distorted geometry (ωB97M-V with the def2-TZVPD basis set).

Geometry (Å):
P -0.931139 -2.083781 0.057192
P -0.266724 1.559919 -1.421015
C -1.462670 -0.998840 -1.329740
C -0.410311 -0.143259 -2.082333
H -2.323875 -0.408011 -0.981955
H -1.816739 -1.743469 -2.053932
H 0.587023 -0.592150 -2.238742
H -0.850478 0.073896 -3.075678
C -1.926976 2.147173 -1.934864
H -2.234736 3.040370 -1.387911
H -2.677683 1.353261 -1.818274
H -1.845703 2.376306 -3.011074
C 0.735521 2.650599 -2.528861
H 0.200388 2.804064 -3.487568
H 1.734933 2.245627 -2.728092
H 0.849170 3.638080 -2.055408
C -2.342599 -3.347250 0.225301
H -2.210323 -3.971225 1.140107
H -2.193425 -4.029756 -0.617209
H -3.380719 -2.968320 0.159955
C 0.177113 -3.128887 -0.905397
H 1.135311 -2.630051 -1.041534
H -0.314232 -3.249183 -1.874874
H 0.307652 -4.102043 -0.428457
Co -2.101566 -2.102283 1.736345
C 1.700544 3.103062 0.603004
C 0.499324 2.366346 0.320752
C 0.177792 1.169395 1.183483
C 1.270896 0.093602 1.274118
C 2.141279 -0.129014 0.053304
C 2.865369 0.726501 -0.682886
C 3.751934 1.768450 -0.106250
C 3.009991 2.572207 0.988911
C -1.588516 -3.371731 3.195970
H 1.549037 4.150519 0.927970
H -0.293281 3.128398 0.310824
H -0.747508 0.707900 0.818642
H -0.064417 1.581514 2.156832
H 1.788312 0.210066 2.238576
H 0.694952 -0.846142 1.422663
H 2.134781 -1.197871 -0.223348
H 2.917310 0.543614 -1.742191
H 4.067427 2.425017 -0.914467
H 4.649922 1.306453 0.320995
H 2.920401 1.946083 1.876182
H 3.672357 3.402038 1.282803
H -0.786446 -2.908008 3.795092
H -1.287730 -4.402130 2.933830
H -2.497975 -3.443808 3.831515
O -3.709727 -1.076219 1.963132
N -2.638691 -0.611023 2.574673
O -2.634570 0.393991 3.279886

Force components x, y, z for each atom (eV/Å):
P 1.00 -0.23 -2.22
P 0.50 1.19 -1.35
C -0.08 -0.37 -0.26
C -0.11 0.28 -0.95
H 0.31 -0.13 -0.20
H -0.32 0.29 -0.03
H -0.61 -0.01 0.26
H 0.31 -0.54 0.11
C -0.17 -0.13 -0.35
H 0.00 -0.09 -0.06
H 0.15 0.44 0.10
H -0.29 0.05 0.38
C -0.46 -0.50 -1.04
H 0.45 -0.17 0.32
H -0.22 0.14 0.12
H -0.03 -0.50 0.17
C -0.82 -1.81 -2.43
H -0.21 0.04 -0.77
H -0.16 0.10 0.08
H 0.39 -0.22 -0.21
C 0.35 -0.28 -0.02
H -0.01 -0.25 -0.05
H 0.24 -0.23 -0.01
H 0.13 0.12 -0.05
Co 1.92 -0.61 3.73
C -2.22 0.41 -0.61
C 1.32 1.59 2.81
C 0.15 0.52 0.10
C 0.08 -0.78 1.33
C -0.63 -0.71 0.26
C 0.27 -0.91 0.69
C -1.04 1.34 0.16
C 1.48 -0.30 0.16
C -0.06 -0.64 0.53
H -0.08 -0.44 -1.04
H -0.24 -0.38 0.20
H -0.19 -0.07 -0.09
H 0.14 -0.32 0.50
H 0.22 0.11 -0.38
H 0.67 0.44 0.05
H -0.68 0.77 -0.86
H 0.94 -0.73 -0.33
H 0.14 0.32 0.04
H -0.13 -0.15 -0.18
H 0.27 -0.24 0.21
H -0.24 -0.19 -0.04
H -0.23 -0.15 -0.15
H 0.02 0.33 0.17
H 0.47 0.03 -0.20
O -0.71 1.82 1.05
N -1.30 4.02 1.96
O -0.67 -2.27 -1.63

The HOMO-LUMO gap (alpha / beta) is 6.163 / 5.473 eV. As for the expectation value of S²: 3.7788. As for the spin multiplicity: 4. The charge is 0. Its LUMO energy (alpha / beta) is 0.0117 / -0.0135 Eh. The value obtained for the HOMO energy (alpha / beta) is -5.846 / -5.840 eV. The value obtained for the relative energy (zero: lowest compared OMol25 entry of this formula, charge and spin) is 4.246 eV.

Atom charges from the natural (NBO) analysis, given in e for atoms 1 to 8: number 1, P, carries 0.868; number 2, P, carries 1.212; number 3, C, carries -0.724; number 4, C, carries -0.745; number 5, H, carries 0.245; number 6, H, carries 0.227; number 7, H, carries 0.253; number 8, H, carries 0.230